(1)
{"formula": "C42H38ClGdN6O9S4Te", "method": "ωB97M-V with the def2-TZVPD basis set", "species": ["Gd", "Te", "Cl", "S", "S", "S", "S", "O", "O", "O", "O", "O", "O", "O", "O", "O", "N", "N", "N", "N", "N", "N", "C", "C", "C", "C", "C", "C", "C", "C", "C", "C", "C", "C", "C", "C", "C", "C", "C", "C", "C", "C", "C", "C", "C", "C", "C", "C", "C", "C", "C", "C", "C", "C", "C", "C", "C", "C", "C", "C", "C", "C", "C", "C", "H", "H", "H", "H", "H", "H", "H", "H", "H", "H", "H", "H", "H", "H", "H", "H", "H", "H", "H", "H", "H", "H", "H", "H", "H", "H", "H", "H", "H", "H", "H", "H", "H", "H", "H", "H", "H", "H"], "coordinates": [[1.15070, 0.35116, 1.14431], [-3.51278, -4.37312, 1.26594], [2.36679, 2.15786, -1.25189], [-1.64367, 5.07397, 2.72675], [3.17567, 1.43852, 3.11120], [1.72438, -1.26429, 3.56004], [4.06368, -0.03653, 5.10841], [-2.84684, 5.28071, 1.88881], [2.35185, 2.58483, 0.20584], [3.66679, 1.84546, -1.71065], [1.47971, 0.89158, -1.25060], [1.66599, 3.16886, -1.99841], [-0.84093, 6.21766, 3.13600], [2.92029, -0.88479, 0.56291], [0.31917, 1.78295, 2.73793], [5.90050, -2.88754, 1.78165], [-2.34101, 2.84607, -0.73595], [-1.11227, 1.22862, 0.08702], [-2.41083, 1.02043, 0.39637], [-0.63283, 3.76605, 2.08242], [-3.14877, 1.96837, -0.03386], [-0.07311, -1.67040, 0.50221], [-5.02115, -4.31199, -1.52284], [-6.00214, -2.98809, 0.30346], [6.60424, 0.56325, -1.48522], [7.27245, -0.62905, 0.98114], [3.48490, -5.96184, -2.03587], [-7.08883, -2.64835, -0.48522], [6.11804, -1.02872, 0.28395], [0.49646, -2.12755, -0.58644], [4.27650, -4.13690, -0.38216], [3.26269, -4.68944, -1.24234], [-2.39289, -2.33183, 1.29156], [3.01956, -2.10929, 0.05044], [-4.91310, -3.74803, -0.21078], [0.44816, -1.66118, -3.05693], [-3.34561, 3.23724, 6.01373], [-1.25608, 4.61848, -3.28170], [-0.85459, -2.54442, 1.37080], [-2.88967, 4.03103, -1.33236], [5.79071, -0.44138, -0.92637], [-1.49359, -2.61643, -1.98414], [-2.62640, 2.04741, 6.01605], [8.08985, 0.34640, 0.42048], [4.22023, -2.84578, 0.08101], [1.92784, -2.71096, -0.59357], [-3.06659, 4.30395, 5.09075], [-0.17187, -2.10608, -1.89767], [7.70039, 1.01814, -0.81235], [2.90771, -0.04407, 3.89552], [-2.18693, -2.48916, -3.16118], [2.11117, -3.95164, -1.31216], [-6.16007, -4.08390, -2.26860], [-0.24113, -1.55626, -4.26422], [-1.60082, 1.87019, 5.07345], [-7.17052, -3.20027, -1.77502], [-0.79688, 5.61258, -0.87057], [-1.54373, -2.04346, -4.30606], [-1.09921, 2.33430, -0.64991], [-0.48287, 2.78845, 2.91009], [-2.13301, 4.09494, 4.13846], [-1.84933, 5.06039, -1.91510], [5.47891, -2.25097, 0.80782], [-1.41421, 2.85710, 4.11728], [-0.66780, -3.60987, 1.17900], [-3.62656, 3.75792, -2.11136], [-8.04941, -3.03613, -2.38019], [-7.87005, -1.96750, -0.10877], [-2.03598, -2.11081, -5.25695], [-0.26833, 2.78288, -1.21559], [-2.71602, 1.32106, 6.82155], [-1.95990, -2.98002, -1.03487], [-0.18286, 6.34820, -1.35461], [-4.16190, -4.86044, -1.90172], [-0.47001, 5.37881, -3.54314], [7.48310, -1.06259, 1.97114], [-4.12075, 3.38169, 6.79535], [-1.32567, 6.09825, -0.03378], [4.46640, -6.34708, -1.89430], [-5.96563, -2.73635, 1.34478], [6.29738, 1.05561, -2.38040], [8.29407, 1.87087, -1.21570], [0.17380, -0.99673, -5.07857], [9.02383, 0.66948, 0.88256], [-2.70358, -1.91817, 0.36650], [2.75416, -6.67420, -1.71704], [3.38074, -5.78204, -3.10898], [1.44274, -1.28813, -3.03532], [-2.49905, 5.93328, -2.13806], [-2.81853, -1.89685, 2.21990], [4.93248, -0.79265, -1.48451], [-1.96006, 4.71190, -4.11395], [-3.26757, -2.60542, -3.27565], [5.21074, -4.70490, -0.17467], [1.27394, -4.31792, -1.87888], [-0.08309, 4.90359, -0.47289], [-0.59846, -2.30961, 2.37502], [-0.82836, 3.60494, -3.28578], [-3.55997, 5.26556, 5.12912], [-0.89317, 1.01987, 5.05939], [-6.24928, -4.59309, -3.22070], [-3.48248, 4.45336, -0.53167]], "forces_ev_per_a": [[-0.01, -1.52, -0.45], [0.73, 1.14, -0.56], [-2.89, -1.43, 3.20], [0.14, -2.23, -0.63], [0.19, -0.29, 0.00], [0.97, 1.31, 0.23], [0.40, -0.24, 0.41], [2.03, -0.03, 1.01], [0.39, -0.81, -2.24], [0.09, 0.37, -0.36], [1.61, 2.06, -0.44], [0.77, -0.10, -0.51], [-0.80, -0.86, -0.66], [0.25, -0.61, -0.16], [-2.01, 1.70, 0.41], [0.04, 1.25, -1.48], [0.76, -2.60, 1.04], [-0.22, 0.93, -1.08], [0.11, 0.65, 0.45], [-0.78, 3.12, -0.69], [0.19, 0.52, -0.66], [-1.14, 1.19, 2.95], [0.68, 0.90, 1.66], [1.09, -0.70, -0.73], [-0.89, -0.19, 0.73], [0.53, 0.86, -0.18], [-0.55, 1.16, 0.09], [-0.14, -0.12, -0.92], [0.91, -0.08, 0.20], [2.96, -1.12, -2.82], [0.52, -1.18, -1.44], [1.65, 0.71, 1.16], [-0.13, -1.68, 1.50], [-0.56, 1.12, -0.02], [-1.61, -0.43, -0.06], [-0.42, 0.50, -0.83], [-0.35, 0.84, 0.23], [0.79, 0.96, 0.24], [-0.48, 0.15, -0.88], [-0.01, 0.89, -0.56], [0.34, -0.14, -0.33], [-0.09, 0.83, 1.35], [0.74, 0.58, -0.08], [-0.51, 1.08, -1.16], [1.05, 1.00, 1.27], [-1.48, -0.98, -1.10], [-0.86, -0.68, 1.26], [-0.41, -1.35, 0.56], [1.44, -0.66, 1.55], [-1.25, -0.71, -0.32], [-0.62, -0.08, -0.69], [-0.36, 1.50, 0.97], [-0.75, 1.00, 0.59], [-0.42, -0.60, 1.24], [0.51, 0.18, -0.53], [0.72, -0.90, 0.10], [-1.10, -0.42, -0.38], [0.46, 0.37, -0.46], [-0.08, 0.64, -0.55], [0.43, -1.72, 0.77], [1.29, -2.03, -0.29], [-0.48, -0.01, 0.50], [-2.25, -2.34, 0.94], [-0.03, 0.83, -0.25], [0.40, 0.16, 0.02], [0.54, -0.10, 0.12], [-0.06, 0.15, -0.10], [0.39, -0.53, -0.22], [-0.50, 0.38, -0.29], [-0.36, -0.45, 0.81], [-0.38, 0.10, -0.25], [0.35, 0.29, -1.23], [0.17, 0.58, -0.42], [-0.32, -0.15, -0.03], [-0.34, -0.94, 0.26], [-0.03, 0.06, -0.74], [0.58, 0.01, -0.66], [0.20, -0.30, -0.32], [0.83, -0.40, 0.32], [-0.01, 0.41, 0.28], [-0.23, 0.12, -0.55], [-0.39, -0.87, 0.43], [0.35, -0.22, -0.52], [-0.34, -0.11, 0.15], [-0.50, 0.73, -0.47], [-0.42, -0.82, -0.04], [-0.18, 0.01, 0.04], [0.73, 0.30, 0.37], [0.29, -0.36, 0.09], [0.23, 0.16, -0.99], [-0.10, 0.02, 0.14], [-0.31, -0.27, 0.31], [0.26, -0.66, 0.41], [-0.67, 0.37, -0.35], [-0.31, -0.09, -0.25], [-0.15, -0.48, 0.13], [0.38, -0.10, 1.15], [0.01, 0.43, 0.03], [-0.33, -0.11, 0.21], [-0.71, 0.37, 0.02], [-0.20, 0.27, -0.11], [0.04, 0.57, 0.18]], "de_lowest_kj_mol": 268.9, "total_charge": -2, "fmax_ev_per_a": 4.545, "s_squared": 16.1064, "gap_ev": [4.48, 5.65], "multiplicity": 8}



(2)
{"formula": "C42H38N8NaS4Si", "method": "ωB97M-V with the def2-TZVPD basis set", "species": ["S", "S", "S", "S", "Si", "Na", "N", "N", "N", "N", "N", "N", "N", "N", "C", "C", "C", "C", "C", "C", "C", "C", "C", "C", "C", "C", "C", "C", "C", "C", "C", "C", "C", "C", "C", "C", "C", "C", "C", "C", "C", "C", "C", "C", "C", "C", "C", "C", "C", "C", "C", "C", "C", "C", "C", "C", "H", "H", "H", "H", "H", "H", "H", "H", "H", "H", "H", "H", "H", "H", "H", "H", "H", "H", "H", "H", "H", "H", "H", "H", "H", "H", "H", "H", "H", "H", "H", "H", "H", "H", "H", "H", "H", "H"], "coordinates": [[1.36150, 3.21620, -0.24452], [0.63553, -2.62066, -0.49653], [-4.06813, -2.14252, 4.16702], [-1.12357, -2.04129, 3.45525], [-1.85699, 0.00886, -1.28656], [-0.29112, 0.10820, 1.73810], [1.85066, -0.01468, 2.74340], [-2.06147, 0.84885, 2.97599], [3.44015, -2.38819, 0.50340], [3.79307, 2.17706, 0.33267], [2.93825, 1.41402, -1.50336], [-0.29817, 2.98152, 2.86643], [1.22146, -1.60682, 0.68282], [-2.98730, -0.10486, 3.10415], [2.42559, -1.64349, 1.10130], [-2.09977, -2.56364, -2.64453], [0.05006, 5.30600, 2.40178], [4.39218, -3.72286, -2.80398], [-1.16190, 5.36434, 1.72825], [3.89216, -1.19694, 3.08828], [2.03115, 0.58796, 3.90864], [-3.47507, 1.01946, -1.33806], [2.75223, -0.91142, 2.33099], [-2.63036, -1.29169, 3.53017], [0.25992, -0.07655, -3.25103], [-2.35141, 1.87005, 2.25177], [4.08146, -0.54746, 4.29375], [2.00115, -3.58725, -2.67471], [-5.81993, 2.58295, -1.23462], [-5.89967, 1.20465, -1.37534], [-2.36989, -3.92480, -2.70469], [-1.48890, 3.04168, 2.24623], [-4.57006, 3.18446, -1.14707], [-3.42054, 2.41026, -1.19147], [-3.31750, -3.82468, -0.50447], [0.96713, 0.30020, -4.38535], [-1.00852, 0.43831, -2.95596], [0.43362, 4.08290, 2.92729], [-0.84879, 1.72029, -5.02087], [-3.40934, -3.75804, 4.64413], [3.13351, 0.36823, 4.72317], [-4.74294, 0.43727, -1.42870], [-2.40157, -1.80773, -1.50644], [-1.93444, 4.22434, 1.64318], [3.93165, 2.92915, 1.55203], [-1.54794, 1.33674, -3.88288], [0.41878, 1.21801, -5.27298], [2.68431, 2.24634, -0.46106], [4.70452, 1.28787, -0.21399], [3.34196, -2.88259, -0.80103], [4.17327, 0.81783, -1.35892], [-2.97950, -4.56242, -1.63230], [4.48642, -3.19232, -1.52213], [3.15123, -3.92187, -3.38199], [2.09304, -3.08143, -1.39007], [-3.02217, -2.47092, -0.44337], [-4.26010, -4.37643, 4.92916], [4.59477, -1.95452, 2.76772], [4.95089, -0.76657, 4.90061], [-2.71942, -3.64473, 5.47552], [5.29564, -3.97451, -3.34408], [-2.53989, 1.73785, -3.71016], [-2.88432, -4.18602, 3.79472], [0.97216, 1.52608, -6.15204], [-3.80210, -4.31347, 0.33300], [5.45918, -3.02152, -1.07121], [5.64742, 1.07934, 0.26118], [4.89252, 2.69743, 2.00831], [0.68265, 6.17764, 2.49897], [4.37456, -2.16015, 0.79377], [2.25612, 1.22196, -2.22595], [1.94434, -0.13183, -4.58569], [-1.29541, 2.41546, -5.72357], [3.12711, 2.67181, 2.23828], [3.86415, 3.99665, 1.33693], [-2.44736, 2.88764, -1.10425], [3.07206, -4.32640, -4.38222], [-1.63850, -2.07393, -3.49644], [-4.49618, 4.26222, -1.04239], [1.01857, -3.72371, -3.11081], [-3.19794, -5.62304, -1.67885], [-2.10597, -4.49396, -3.59104], [1.39060, 3.98918, 3.43576], [0.68944, -0.80961, -2.57586], [-1.49676, 6.29276, 1.28246], [-2.88514, 4.23246, 1.12518], [1.24804, 1.28821, 4.18756], [-4.82484, -0.63773, -1.54151], [4.55727, 0.11730, -2.07870], [-3.26718, -1.91610, 0.45894], [3.23670, 0.88032, 5.66920], [-3.28153, 1.90373, 1.68256], [-6.72086, 3.18400, -1.19585], [-6.86972, 0.72532, -1.45041]], "forces_ev_per_a": [[-0.25, 0.15, 0.08], [-0.24, -0.39, -0.38], [-0.01, -0.02, -0.05], [0.36, 0.02, 0.10], [0.59, 0.13, 0.76], [0.10, -0.20, -0.56], [0.29, -0.16, -0.10], [0.52, 0.23, 0.13], [0.01, -0.01, 0.59], [-0.10, -0.34, -0.18], [0.10, -0.24, 0.02], [-0.09, -0.12, -0.01], [0.56, 0.09, 0.59], [-1.18, 0.03, 0.16], [-0.46, -0.25, -1.10], [-0.04, -0.03, 0.06], [-0.11, 0.03, -0.04], [0.02, 0.01, -0.03], [0.14, 0.04, 0.09], [-0.17, -0.14, -0.35], [-0.14, 0.31, 0.08], [-0.06, -0.22, -0.15], [0.34, 0.48, 0.87], [0.09, 0.04, -0.18], [0.06, -0.03, -0.07], [-0.61, -0.57, 0.13], [-0.07, 0.21, 0.17], [0.00, 0.04, 0.00], [-0.03, 0.00, -0.02], [-0.06, 0.01, 0.01], [0.06, -0.07, -0.02], [0.43, 0.43, 0.05], [-0.01, 0.06, -0.02], [0.01, 0.00, 0.01], [-0.03, -0.07, -0.01], [0.05, -0.08, 0.05], [-0.28, 0.09, -0.02], [0.00, 0.05, 0.08], [0.03, 0.09, -0.07], [0.03, 0.35, -0.17], [0.16, -0.23, -0.09], [-0.02, 0.10, 0.00], [-0.14, 0.16, -0.36], [-0.09, -0.16, -0.04], [0.00, 0.10, 0.08], [0.08, -0.08, -0.02], [0.03, 0.01, -0.04], [-0.01, 0.34, -0.16], [0.18, -0.03, 0.06], [0.03, -0.12, -0.53], [-0.01, -0.17, -0.07], [-0.02, -0.03, -0.02], [-0.01, 0.09, 0.12], [0.00, -0.04, -0.01], [0.00, 0.22, 0.30], [-0.01, -0.01, 0.05], [-0.03, 0.04, -0.01], [0.01, 0.01, 0.04], [0.00, -0.01, -0.01], [0.02, -0.10, 0.02], [0.00, 0.01, -0.01], [0.01, 0.04, -0.02], [0.02, -0.13, 0.03], [-0.02, 0.00, -0.02], [0.01, 0.03, 0.03], [0.00, -0.03, 0.00], [-0.01, 0.01, -0.04], [0.01, -0.02, -0.04], [0.05, -0.03, -0.01], [0.04, 0.05, -0.02], [-0.07, 0.06, 0.05], [-0.02, -0.01, 0.00], [-0.02, 0.02, 0.03], [-0.05, -0.01, 0.04], [0.01, -0.01, 0.02], [0.00, 0.02, 0.01], [-0.01, -0.02, 0.01], [0.00, -0.04, -0.01], [0.00, 0.00, 0.00], [-0.01, 0.04, -0.04], [0.02, 0.00, 0.01], [-0.03, 0.02, -0.01], [0.00, 0.01, -0.02], [0.09, 0.02, 0.07], [-0.02, -0.02, -0.03], [0.00, -0.05, 0.02], [0.00, -0.02, -0.01], [-0.02, 0.00, -0.01], [0.01, -0.04, 0.04], [0.03, -0.01, 0.03], [-0.04, 0.03, -0.01], [-0.02, 0.07, 0.07], [0.00, 0.00, 0.01], [0.00, 0.00, 0.02]], "de_lowest_kj_mol": 110.5, "total_charge": -1, "fmax_ev_per_a": 1.217, "gap_ev": 4.50}